(1)
This record from OMol25 describes a molecular structure, C15H46Ag5N12O9. The level of theory is the ωB97M-V functional and the def2-TZVPD basis.

## Properties
Charge   +3
HOMO-LUMO gap   3.634 eV

Last column: Löwdin charge in e.
Cartesian coordinates (Å):
H (0.076, 2.018, -5.059)  0.0758
H (0.887, 3.679, 4.830)  0.1260
C (-2.466, 3.509, -0.230)  -0.0486
N (4.855, 0.731, -1.086)  0.2152
H (1.510, 0.765, -1.061)  0.0924
H (-1.348, -4.633, -2.258)  0.1282
O (-0.757, -1.904, 2.658)  -0.4826
H (-0.902, 4.118, -2.433)  0.0859
H (-6.070, 1.855, 0.817)  0.1284
H (2.721, -3.559, -2.212)  0.1267
C (-0.266, -0.758, 1.921)  -0.3001
H (1.689, 1.525, -3.225)  0.1155
H (5.334, -0.012, -1.555)  0.1229
H (0.081, -1.891, -3.682)  0.0549
C (3.228, -3.239, -0.212)  -0.6080
H (-3.176, -0.079, 2.740)  0.0786
C (1.711, 0.509, -3.639)  -0.1866
Ag (0.508, -1.363, 4.859)  0.7163
Ag (0.563, -3.924, 2.211)  0.7809
O (-3.384, 1.001, -1.672)  -0.1658
O (4.918, -0.248, 0.961)  -0.0891
H (-0.389, -0.948, 0.848)  0.0879
H (-3.054, 0.139, 1.068)  0.0419
H (-0.983, -1.431, -4.909)  0.0818
H (-3.137, -3.392, 0.331)  0.1143
H (3.767, 2.632, 0.169)  0.1189
N (-3.663, 0.085, 1.866)  0.1311
H (1.615, -4.070, -1.103)  0.0641
H (-0.550, 2.141, 7.544)  0.1285
H (0.732, -1.859, -5.302)  0.0878
N (-1.871, -4.572, -1.397)  0.2012
H (-1.791, -0.035, -0.817)  0.0576
C (0.371, 0.116, -4.218)  -0.4658
C (0.065, -1.328, -4.628)  -0.0295
N (-0.193, 2.775, 6.841)  0.2016
O (-5.082, 1.275, 3.210)  0.0520
H (0.543, -0.719, -1.528)  0.0768
O (-0.035, 0.799, 5.732)  -0.1214
H (-0.905, 0.846, -5.694)  0.0822
H (-3.070, 4.330, -0.619)  0.0935
H (4.582, 1.562, -1.580)  0.1221
C (4.635, 0.737, 0.238)  -0.6273
C (-4.712, 0.949, 2.093)  -0.6836
C (1.541, -0.264, -1.437)  -0.1345
H (1.061, 2.174, 3.946)  0.0724
N (4.356, -2.603, -0.567)  0.1968
C (-1.306, -3.837, -0.409)  -0.6240
H (-1.111, 1.914, -0.554)  0.1070
C (-2.519, 1.987, -2.229)  -0.1672
N (4.072, 1.863, 0.739)  0.1906
N (-0.511, 3.414, -1.807)  0.0544
H (-3.098, 2.774, -2.713)  0.1417
C (1.094, 0.026, 2.082)  -0.3457
O (1.829, 0.143, 3.301)  -0.4734
Ag (-1.823, -3.579, 4.190)  0.8416
N (2.588, -3.821, -1.249)  0.1968
O (-0.056, -3.771, -0.298)  -0.0710
O (2.655, -3.053, 0.903)  -0.1676
H (1.816, -0.420, 1.389)  0.0393
H (-1.813, -2.713, 1.240)  0.0310
H (-1.947, 1.495, -3.024)  0.0997
N (-5.299, 1.216, 0.911)  0.1808
C (-1.622, 2.665, -1.166)  -0.4344
H (-2.872, -4.588, -1.501)  0.1184
H (-2.346, -0.715, -2.337)  0.0907
Ag (3.545, -1.649, 2.440)  0.7738
H (0.880, 1.021, 1.680)  0.1137
H (4.854, -1.950, 0.031)  0.0653
H (-3.301, -1.010, -1.038)  0.0823
H (2.436, 0.595, -4.455)  0.1389
H (-0.163, 2.705, -2.457)  0.0336
H (0.191, 3.664, 7.101)  0.1270
N (-0.011, 1.034, -5.269)  0.0598
H (-1.076, -0.035, 2.079)  0.0865
N (0.638, 2.714, 4.691)  0.1872
H (-1.785, 3.983, 0.484)  0.0799
H (-0.264, 0.262, -3.320)  0.0803
H (4.862, -2.933, -1.373)  0.1318
H (3.687, 1.836, 1.666)  0.0954
C (-2.688, -0.192, -1.428)  -0.1436
H (-3.145, 2.891, 0.361)  0.0590
H (1.957, -0.904, -0.653)  0.0548
Ag (2.782, 0.431, 5.490)  0.8402
C (0.128, 2.048, 5.741)  -0.6588
H (-4.886, 0.776, 0.112)  0.0724
N (-2.154, -3.356, 0.532)  0.1728
O (2.235, -0.372, -2.646)  -0.1779

(2)
This record from OMol25 describes a molecular structure, C37H56BrGeN6NdOS2. The level of theory is the ωB97M-V functional and the def2-TZVPD basis.

## Properties
Multiplicity   4
HOMO-LUMO gap (alpha / beta)   6.571 / 6.572 eV
ΔE to the lowest compared entry with this formula, charge and spin   0.0 kcal per mole
Expectation value of S²   3.75

Last column: Löwdin spin population.
Cartesian coordinates (Å):
C (-1.080, 3.857, 0.092)  0.0002
H (3.939, 1.213, -0.122)  0.0000
C (-0.150, -1.394, -2.537)  -0.0002
H (1.359, -5.250, 3.654)  0.0000
C (-4.029, -0.394, 4.343)  0.0001
H (-2.712, 4.913, 1.113)  0.0000
C (2.768, 4.668, 3.967)  0.0004
C (0.468, -4.427, 0.496)  0.0001
C (4.198, 0.895, -2.777)  0.0000
C (1.128, -4.630, 2.797)  0.0001
C (1.213, -3.254, 2.908)  -0.0006
H (3.831, -3.706, -6.131)  0.0000
C (0.744, -5.222, 1.600)  -0.0006
H (-6.074, -0.847, 1.861)  0.0000
H (1.148, -2.420, -6.681)  0.0000
C (3.521, -2.943, -5.415)  0.0000
H (1.452, 2.306, -1.293)  0.0000
H (3.361, -1.066, -3.847)  0.0000
H (3.562, -1.976, -5.920)  0.0000
C (0.559, -3.051, 0.596)  -0.0005
C (-4.153, -3.551, 3.936)  -0.0006
H (1.826, 2.419, -3.024)  0.0000
H (-3.168, 1.067, -2.337)  0.0000
H (4.024, 1.098, -3.836)  0.0000
C (-4.710, 1.458, 0.616)  0.0002
H (2.992, 2.992, -1.817)  0.0000
C (2.853, 3.367, 3.475)  -0.0003
H (3.843, 4.052, 0.316)  0.0000
H (-4.623, 2.003, -1.965)  -0.0001
O (0.101, 0.434, -1.081)  -0.0064
Nd (-1.151, 0.246, 0.786)  3.0354
H (0.382, -2.423, -0.269)  0.0000
H (-2.470, 3.325, -2.461)  0.0000
C (2.107, -3.262, -4.925)  0.0000
N (0.889, -1.044, 1.846)  -0.0071
H (-1.500, -1.983, 2.841)  -0.0001
H (-4.412, 3.620, 0.643)  0.0000
H (2.456, 4.832, 4.992)  0.0000
H (1.482, -2.779, 3.840)  -0.0001
N (2.619, 2.298, 4.351)  0.0016
C (3.240, 0.477, -0.527)  0.0000
H (-3.122, -0.401, 4.951)  0.0000
H (-0.063, 3.629, 0.405)  0.0001
S (-2.747, 2.779, 2.147)  -0.0025
H (-1.280, 4.618, 2.105)  0.0000
H (-5.690, 1.582, 0.135)  -0.0001
S (0.695, 1.931, 2.101)  -0.0065
H (2.862, 2.433, 5.318)  0.0000
C (3.443, 5.524, 1.823)  0.0004
C (0.620, -0.351, -1.998)  0.0003
C (2.245, 2.226, -2.033)  -0.0001
H (3.713, -0.507, -0.479)  0.0000
H (1.577, -4.131, -6.838)  0.0000
Br (-1.936, -1.551, -1.816)  -0.0008
H (-4.111, 0.597, 3.889)  0.0000
H (3.343, 2.135, 1.789)  0.0000
C (2.150, -4.610, -4.184)  0.0000
H (0.175, -3.657, -5.874)  0.0000
C (1.191, -3.374, -6.151)  0.0000
C (0.279, -2.310, -3.469)  0.0000
H (-4.231, -4.361, 3.207)  0.0000
C (1.932, -0.239, -2.518)  -0.0004
C (-4.376, 2.769, 1.318)  -0.0001
C (2.891, 0.830, -1.982)  0.0000
H (-0.392, -3.095, -3.792)  0.0000
H (2.990, 6.749, 3.523)  0.0000
C (-2.212, -1.714, 2.046)  -0.0100
N (-1.601, 2.702, -0.623)  -0.0011
H (-5.070, -3.544, 4.530)  -0.0001
H (-0.867, 2.293, -1.194)  0.0000
H (-3.986, 0.028, -0.576)  0.0003
C (-1.924, 4.194, 1.337)  -0.0001
H (-6.174, -2.585, 2.075)  0.0000
H (2.805, -4.534, -3.314)  0.0000
H (-1.039, 4.754, -0.541)  0.0000
C (1.573, -2.205, -3.960)  -0.0002
Ge (-3.909, -1.829, 2.988)  -0.0008
H (-5.122, 2.932, 2.095)  -0.0001
H (-3.317, -3.777, 4.600)  0.0000
H (-2.207, -2.581, 1.367)  0.0002
C (0.913, -2.452, 1.803)  -0.0002
N (1.525, -0.582, 2.847)  0.0019
H (2.346, 0.462, 0.095)  0.0000
H (-5.216, -1.929, 0.747)  0.0000
C (3.531, 4.225, 1.338)  -0.0002
N (2.323, 1.048, 4.081)  0.0021
C (3.061, 5.738, 3.141)  -0.0002
H (0.179, -4.878, -0.445)  0.0000
H (4.812, 1.701, -2.374)  0.0000
C (3.242, 3.148, 2.156)  0.0002
C (-2.760, 2.983, -1.462)  0.0000
N (-3.707, 0.976, -0.339)  -0.0025
C (2.355, -1.160, -3.470)  0.0000
H (-4.801, 0.690, 1.383)  0.0001
H (3.684, 6.365, 1.186)  0.0000
H (2.524, -5.398, -4.841)  0.0000
C (-5.503, -1.773, 1.790)  0.0001
H (0.655, -6.298, 1.527)  0.0000
C (1.569, 0.756, 3.037)  -0.0012
H (1.157, -4.893, -3.831)  0.0000
H (-3.334, 3.790, -1.008)  0.0000
H (4.774, -0.028, -2.686)  0.0000
H (4.241, -2.946, -4.595)  0.0000
C (-3.626, 1.726, -1.598)  0.0000
H (-4.883, -0.540, 5.007)  0.0000

(3)
This record from OMol25 describes 2 unconnected molecules or ions with the total composition C4H11NO3. The level of theory is the ωB97M-V functional and the def2-TZVPD basis.

## Properties
HOMO-LUMO gap   9.400 eV
ΔE to the lowest compared entry with this formula, charge and spin   47.2 kcal per mole

Last column: Löwdin charge in e.
Cartesian coordinates (Å):
H (-0.364, -0.433, 1.681)  0.1424
C (-0.734, 0.821, -1.396)  -0.1016
C (1.531, 0.279, 0.788)  -0.0261
H (-1.156, 4.116, 0.318)  0.0347
H (-0.176, 0.032, -1.843)  0.0529
H (1.816, 0.944, -0.038)  0.0872
H (0.527, -3.431, 1.078)  0.1312
O (-0.001, -2.616, 1.119)  0.0912
H (-0.084, 4.321, -0.794)  0.0850
H (-1.686, 0.677, -1.854)  0.0680
O (-0.754, 3.667, -0.425)  -0.0751
O (0.524, -2.041, -0.965)  0.1188
H (-0.208, 1.759, -1.496)  0.0500
C (0.127, -0.320, 0.698)  -0.3179
H (2.138, -0.632, 0.843)  0.0822
H (-0.762, 1.359, 0.571)  0.0517
N (-0.950, 0.533, 0.059)  -0.0516
C (0.189, -1.704, 0.135)  -0.5036
H (1.798, 0.805, 1.717)  0.0808

(4)
This record from OMol25 describes a molecular structure, C34H31N6O5SSeW. The level of theory is the ωB97M-V functional and the def2-TZVPD basis.

## Properties
Charge   +1
HOMO-LUMO gap (alpha / beta)   5.169 / 5.519 eV
ΔE to the lowest compared entry with this formula, charge and spin   41.0 kcal per mole

Last column: Löwdin charge in e.
Cartesian coordinates (Å):
N (0.541, -1.700, -0.945)  -0.0937
H (-2.301, 3.054, 1.722)  0.1087
H (6.345, -5.978, -0.656)  0.0859
H (0.558, -2.252, -4.261)  0.1243
C (0.992, 0.016, 3.239)  -0.5751
C (-3.516, 5.712, 0.009)  -0.0679
H (5.211, -6.505, 0.586)  0.0766
H (-3.143, 6.117, -2.066)  0.1065
H (3.934, 5.469, -0.464)  0.1415
H (4.793, -6.654, -1.120)  0.0817
O (-0.874, 1.548, 0.560)  -0.2257
C (4.081, -4.137, 0.780)  -0.0114
C (4.741, -3.822, -1.475)  -0.0186
N (-0.720, 1.913, -1.721)  0.1233
C (-2.506, 3.722, 0.897)  -0.0262
C (-0.247, 0.323, -4.036)  0.0128
H (5.357, -1.923, -3.188)  0.0848
C (3.288, 4.603, -0.421)  -0.0422
C (2.263, 2.645, -1.166)  -0.1891
H (-3.332, -2.880, 2.373)  0.1305
O (1.335, 0.487, 2.046)  -0.3257
C (0.078, -0.073, -2.639)  -0.2315
C (-1.870, -2.374, 3.879)  -0.0165
C (4.215, -2.535, -1.481)  -0.2979
C (-1.962, 3.449, -0.354)  -0.1512
H (-1.757, 4.094, -2.389)  0.1077
H (-3.794, -1.717, -0.860)  0.1515
C (-2.190, 4.313, -1.424)  -0.0237
C (-2.330, -1.421, 0.290)  -0.4105
W (0.457, 0.087, 0.328)  1.6413
C (3.589, -2.045, -0.317)  -0.5014
N (2.716, 4.341, 0.758)  0.0657
C (4.365, -1.760, -2.769)  -0.0758
O (-3.494, -2.003, 0.018)  0.1711
C (5.289, -6.019, -0.385)  -0.0427
C (0.795, -2.927, -0.503)  -0.0958
C (-3.286, 4.854, 1.074)  -0.0602
O (1.523, 0.282, 4.283)  0.1287
C (0.459, -1.469, -2.283)  -0.2211
O (-1.730, -0.679, -0.501)  0.0218
H (1.066, -4.567, -3.448)  0.1236
C (-2.966, 5.443, -1.240)  -0.0686
C (0.631, -2.466, -3.204)  0.0228
H (2.856, 4.956, 1.551)  0.1380
H (2.152, 1.875, -1.922)  0.0702
H (-0.559, 1.360, -4.070)  0.0791
H (-0.311, -1.449, 5.086)  0.1386
H (4.046, -4.748, 1.675)  0.1179
H (0.642, 0.182, -4.657)  0.1026
C (0.992, -3.992, -1.391)  -0.0029
H (-3.707, 5.072, 2.046)  0.1095
H (1.215, -4.971, -0.992)  0.1257
H (3.353, -1.456, 2.449)  0.0927
C (-1.128, 2.246, -0.529)  -0.4095
C (1.775, 3.334, 1.000)  -0.8005
C (3.538, -2.855, 0.828)  -0.3024
H (-4.124, 6.595, 0.151)  0.1081
H (-2.342, -2.921, 4.681)  0.1176
H (3.644, -2.109, -3.513)  0.0743
C (-0.742, -1.585, 4.103)  0.0488
H (1.849, -2.206, 1.977)  0.0345
C (3.036, 3.775, -1.476)  -0.0198
H (0.858, -3.058, 0.566)  0.1096
N (-0.572, -1.008, 1.771)  0.0023
N (1.697, 2.398, -0.007)  -0.0356
S (0.891, 3.408, 2.371)  0.7836
H (4.219, -0.692, -2.646)  0.0222
C (-0.137, -0.916, 3.064)  -0.1660
H (3.031, -3.146, 2.885)  0.0932
N (0.010, 0.727, -1.628)  -0.1351
C (0.912, -3.763, -2.743)  -0.0091
C (-2.408, -2.371, 2.604)  0.0293
C (4.686, -4.642, -0.357)  -0.2659
H (-1.041, -0.301, -4.451)  0.1027
C (-1.766, -1.660, 1.602)  -0.1671
H (3.453, 3.935, -2.454)  0.1112
Se (2.963, -0.250, -0.372)  0.8908
C (2.916, -2.393, 2.105)  -0.0526
H (5.225, -4.186, -2.375)  0.1257

| no. | E_tot (Eh) | M (g mol⁻¹) |
| --- | --- | --- |
| 1 | -2667.2770 | 1077.95 |
| 2 | -7856.0015 | 961.78 |
| 3 | -439.4507 | 121.14 |
| 4 | -4885.5778 | 898.53 |